No. 1
ORCA calculation (the ωB97M-V functional and the def2-TZVPD basis) on C21H23N3O3 in the gas phase.

```
! RIJCOSX wB97M-V def2-TZVPD def2/J DEFGRID3
* xyz 0 1
O 1.53229 -1.67062 3.12457
O -0.96626 -1.76605 -0.15150
O -2.49509 -0.14483 -0.53663
N 1.39158 -0.39418 1.26891
N 1.83835 -0.56270 -1.33116
N -1.31314 -0.17758 1.39837
C 2.88788 -0.87047 -0.58235
C -0.31796 2.26842 -2.42344
C -1.51873 2.71022 -2.94797
C -1.64209 1.01669 3.34040
C -2.40067 2.91179 -0.72847
C -1.20300 2.45366 -0.19287
C 4.08513 -1.69136 -2.47591
C -1.67321 -0.65610 0.18422
C -1.05112 2.30037 1.29311
C -1.24852 -2.32487 2.68336
C 2.77324 -0.55273 0.88541
C 4.04172 -1.43663 -1.11639
C 2.98079 -1.37597 -3.25448
C -0.95254 -0.06051 3.66930
C 1.88228 -0.81145 -2.62798
C -2.56030 3.03429 -2.09502
C -0.66039 -0.92452 2.47081
C -1.26110 -2.31179 -1.42453
C 0.86934 -1.05899 2.31202
C -0.16185 2.13965 -1.05445
C -1.84546 1.10050 1.86004
H -3.21684 3.16674 -0.06775
H 4.87811 -1.67225 -0.47654
H -1.42231 3.19844 1.79304
H 0.78309 1.79270 -0.66073
H 3.20955 -1.34812 1.49763
H 0.78662 -0.07536 0.52272
H 0.99136 -0.54288 -3.18029
H -2.31719 -2.25390 2.87414
H 2.97420 -1.56367 -4.31658
H -1.07703 -2.94884 1.81181
H 3.32619 0.37504 1.09337
H 4.96424 -2.13299 -2.92241
H 0.50485 2.02190 -3.07946
H -0.62533 -0.36190 4.64662
H -2.13447 -2.96598 -1.36390
H -1.64371 2.80354 -4.01714
H -0.75545 -2.77812 3.53908
H -1.46637 -1.51061 -2.13671
H 0.00054 2.16942 1.55692
H -1.99039 1.78944 4.00062
H -0.38429 -2.88114 -1.72526
H -3.50030 3.38175 -2.49810
H -2.89623 1.19257 1.56154
*
```

Properties
Maximum force (eV/A): 0.7
Orbital gap (hartree): 0.343
Molecular weight (g/mol): 365.43
Structure (SMILES): COC(=O)N1[C@H](Cc2ccccc2)C=C[C@]1(C)C(=O)NCc1ccccn1
HOMO level (eV): -8.6

=====

No. 2
ORCA calculation (the ωB97M-V functional and the def2-TZVPD basis) on a molecular structure, C6H15NO at a distorted geometry.

```
! RIJCOSX wB97M-V def2-TZVPD def2/J DEFGRID3
* xyz 0 1
O 3.05676 0.06338 0.71693
N 1.06245 -1.23289 0.16948
C -1.49487 0.58754 -0.72980
C 2.72889 0.44759 -0.61839
C -2.82896 0.49003 -0.06098
C -1.00043 -0.41010 -1.53030
C -0.34604 0.58905 1.73910
C 2.40826 -0.88929 -0.12019
H -1.01805 -0.15880 2.15947
H -0.82250 1.55863 1.87107
H 3.03754 -1.73335 -0.39062
H 1.91573 1.16253 -0.70147
H -2.87006 1.08508 0.84982
H 0.58088 0.65564 2.31492
H -0.33385 -0.16875 -2.34990
H 0.29098 -0.95605 -0.64413
H -1.06941 1.57974 -0.80217
H 0.97359 -2.05298 0.75733
H 3.57248 0.58656 -1.28686
H -3.59887 0.85817 -0.74667
H -3.07231 -0.54403 0.18490
H -1.55655 -1.33797 -1.61514
H 0.38437 -0.17972 0.83359
*
```

Properties
Maximum force (eV/A): 3.2
Orbital gap (hartree): 0.320
Molecular weight (g/mol): 117.19
HOMO level (eV): -7.7

=====

No. 3
ORCA calculation (the ωB97M-V functional and the def2-TZVPD basis) on a molecular structure, C18H30N3O2P2Pt at a distorted geometry.

```
! RIJCOSX wB97M-V def2-TZVPD def2/J DEFGRID3
* xyz 1 1
Pt 0.09369 0.15984 -0.20363
P -0.21480 -0.28020 -2.74316
P -2.21856 -0.12289 -0.29154
O -1.02960 0.08506 4.41954
O -0.97539 -0.55718 2.24430
N 2.08759 0.60594 -0.65639
N 0.72414 0.61008 3.19629
N 1.49468 0.60595 2.03004
C 4.26887 0.53999 -1.20936
C -2.03145 1.40398 -4.06700
C -0.48095 -0.00807 3.20549
C -0.54442 -1.59799 -4.00336
C 1.03827 0.71058 -3.64986
C 2.51467 1.87529 -0.82685
C 3.12804 -0.22453 -0.89893
C -1.75399 0.70099 -2.90153
C 1.59527 3.02644 -0.65637
C -2.32190 -0.48185 4.60824
C -3.21536 2.10719 -4.20478
C -4.14082 2.10208 -3.17528
C 3.87837 1.86868 -1.16891
C -3.60068 0.22082 0.85580
C -3.86841 1.41700 -2.00277
C 2.94415 -1.69342 -0.83011
C -2.68154 0.70935 -1.85117
C -2.55375 -1.88599 -0.65610
H -3.68865 1.28110 1.07202
H 1.93976 3.68024 0.14574
H 2.25083 -1.94504 -0.02024
H 1.90104 1.52458 1.86922
H -4.53477 -0.15198 0.42918
H 1.04158 1.72986 -3.27198
H 0.58341 2.66022 -0.42217
H 3.89096 -2.20458 -0.67638
H -3.09020 0.17623 4.19373
H 2.24766 -0.08304 2.07228
H -1.31429 1.42098 -4.87251
H -3.38728 -0.31301 1.77870
H -3.54999 -2.01512 -1.07934
H 4.47808 2.73504 -1.36222
H 1.56358 3.63052 -1.56322
H -1.25158 -2.32377 -3.61138
H -2.47493 -2.44788 0.27258
H -5.07583 2.63192 -3.28257
H -1.80764 -2.26397 -1.35217
H 0.84479 0.71800 -4.72053
H 2.01887 0.27382 -3.46409
H -3.41527 2.65903 -5.10983
H 5.24398 0.15748 -1.43612
H -0.95444 -1.15671 -4.91111
H 0.38747 -2.10881 -4.23977
H 1.09960 0.96658 4.06771
H -2.38487 -1.46654 4.14090
H -2.44678 -0.55831 5.68582
H 2.49626 -2.06328 -1.75760
H -4.59456 1.44432 -1.20502
*
```

Properties
Maximum force (eV/A): 2.7
Orbital gap (hartree): 0.186
Molecular weight (g/mol): 577.48
HOMO level (eV): -9.3

=====

No. 4
ORCA calculation (the ωB97M-V functional and the def2-TZVPD basis) on 9 unconnected molecules or ions with the total composition C68H61ClN2O17 at a distorted geometry.

```
! RIJCOSX wB97M-V def2-TZVPD def2/J DEFGRID3
* xyz 0 1
Cl -5.55879 -8.92890 2.18362
O -2.59960 -1.63568 -1.32275
O -3.65800 0.65384 7.00435
O 3.59542 3.37252 -1.76557
O 7.29892 -2.96419 -1.98451
O 2.24017 7.64831 -9.97842
O 0.91881 2.65369 8.74780
O 4.17201 2.72134 -9.83485
O -1.50883 4.37474 4.64627
O 2.72889 -2.58622 0.66002
O 0.12277 3.83684 -0.35504
O 3.22103 3.71493 6.56098
O 4.61797 -1.78531 -6.74632
O 7.27336 1.25250 8.92275
O 0.08301 3.67192 -4.16719
O 3.21412 8.64080 -2.15039
O 0.67523 0.67411 -9.28775
O 0.51007 -1.59862 -3.83487
N -4.50276 -0.70663 1.51504
N -4.17845 -2.85415 -0.23000
C -1.83663 0.43396 8.47948
C -1.71368 3.21290 2.60957
C 0.17333 2.46571 -4.08011
C -1.60776 -2.68774 -1.41971
C -6.68690 -4.17295 1.98822
C 2.97612 0.17796 -9.20682
C 2.72796 5.74695 -8.67771
C 1.47374 1.81618 -3.77504
C 2.68123 6.52188 -9.94569
C 4.14275 3.15058 7.10928
C 3.71840 -1.22376 -7.33373
C -6.91821 -6.66565 1.52710
C -7.84879 -3.12428 3.99646
C 3.94016 2.33312 8.33691
C -0.23673 -5.16207 -1.51061
C 6.34286 1.81418 8.38650
C 4.59721 6.77618 -1.76236
C -7.14399 -3.15632 5.35634
C -5.79790 -4.05189 0.99876
C -6.88855 -3.08550 2.85601
C 3.29706 7.43535 -2.06332
C 3.73097 3.85170 -9.86960
C 1.33012 -0.67278 -7.47195
C -1.13974 4.25718 3.49779
C -5.67391 -7.15920 2.21777
C 2.11358 6.55972 -2.25059
C 1.57957 0.10990 -8.70922
C -2.05499 2.36650 6.84398
C -0.89959 0.25822 -4.20214
C 5.52589 3.25014 6.57107
C -2.61105 1.11260 7.40578
C 6.25334 -2.87778 -1.38162
C 5.96892 -3.74081 -0.20437
C -1.30007 3.08593 1.35288
C -3.66021 -0.70800 0.54530
C 3.19819 5.85958 -11.17241
C -6.16610 -1.97187 2.66673
C 3.50674 4.58143 -1.85504
C -1.07645 -3.17992 -0.11490
C 3.21533 4.51052 -8.64373
C -5.23758 -1.85400 1.65425
C 3.77674 -2.67262 0.05542
C 0.40319 -4.92888 0.86519
C 4.96306 1.71503 8.92341
C 0.31632 5.01479 1.67550
C -0.25455 3.97038 0.78889
C 4.82196 -3.64513 0.46116
C 5.20442 -1.90484 -1.78700
C 0.06779 -4.16468 -0.39472
C 2.21030 5.23632 -2.15579
C 2.31888 -1.29144 -6.83575
C 3.68466 4.62285 -11.13650
C -5.06294 -2.91168 0.80170
C -1.00631 1.58236 -4.28175
C -0.13236 2.19309 8.35340
C -0.68689 0.93580 8.91929
C 4.69431 5.45364 -1.66620
C -3.50482 -1.77446 -0.33571
C 6.54327 2.63153 7.16165
C 3.96645 -0.43996 -8.56933
C 1.57765 0.49423 -3.68823
C 0.40163 -0.39014 -3.89835
C -5.97537 -4.13599 5.41264
C 4.05816 -1.81047 -1.11945
C -0.51456 -2.03317 0.72552
C -7.46842 -5.42924 2.20537
C -0.09409 5.14798 2.93227
C -0.90520 2.86805 7.28442
H 6.74522 -4.44235 0.07291
H -1.29167 -5.35674 -1.59751
H 2.32119 2.47166 -3.62972
H 0.28018 -4.33914 1.75370
H -7.51540 -5.62948 3.25835
H 7.55702 2.69006 6.78614
H -0.28039 -5.75886 0.94004
H -8.44357 -2.22958 3.97803
H 3.13574 0.75150 -10.10482
H -3.04637 0.15079 0.39261
H -5.84296 -4.47617 6.42401
H 4.59445 -4.26277 1.32076
H -7.65742 -7.43661 1.62814
H 1.36219 4.58362 -2.28872
H 0.30653 -6.06978 -1.32826
H 5.65048 3.84999 5.67839
H -1.80147 -3.75416 0.43836
H 4.84123 1.11407 9.81563
H -2.26128 -0.48073 8.87368
H 5.43071 -1.28754 -2.64726
H 4.06610 4.12210 -12.01711
H 1.39849 -5.32408 0.80172
H 3.25926 3.92794 -7.73207
H -2.47470 2.57129 3.03908
H -0.10516 0.46067 9.69918
H -5.64016 -4.87033 0.33539
H -6.28605 -1.14085 3.32850
H 2.51793 0.00240 -3.47158
H 0.11504 -4.78988 -2.45621
H -0.48214 3.78081 6.88663
H 0.89118 -3.54262 -0.69311
H -0.77365 -2.26618 -1.94825
H 5.62940 4.95295 -1.44863
H -7.87266 -3.49415 6.07048
H -8.49024 -5.25960 1.90241
H 2.34560 6.24584 -7.79645
H -8.52207 -3.95768 3.91997
H -2.01086 -3.45844 -2.05152
H -6.79228 -2.17524 5.60931
H 4.99145 -0.39964 -8.91483
H -4.78295 -6.73258 1.80244
H -0.71557 -1.06926 0.29131
H -1.74296 -0.40412 -4.35303
H 0.51360 -2.18164 0.98243
H -5.07425 -3.67529 5.05061
H -1.69561 2.33774 0.68210
H -6.75347 -6.48828 0.48254
H 2.15508 -1.86700 -5.93192
H 5.44739 7.43297 -1.62858
H 3.27959 -1.10968 -1.39386
H 1.07903 5.64974 1.24219
H -5.69327 -6.88184 3.25353
H -1.94355 2.07659 -4.50300
H 3.15403 6.44066 -12.08451
H -6.17268 -4.99622 4.80182
H 0.30965 5.89861 3.59948
H -2.63002 2.84383 6.06405
H 0.30455 -0.70861 -7.12347
H -1.05636 -2.04998 1.65883
H 1.17698 7.05770 -2.46698
H 2.92851 2.27060 8.71687
*
```

Properties
Maximum force (eV/A): 1.5
Orbital gap (hartree): 0.257
Molecular weight (g/mol): 1213.69
Structure (SMILES): CCCc1cc2ncc(OC[C@H](C)C(C)C)nc2cc1CCCCl.O=C1C=CC(=O)C=C1.O=C1C=CC(=O)C=C1.O=C1C=CC(=O)C=C1.O=C1C=CC(=O)C=C1.O=C1C=CC(=O)C=C1.O=C1C=CC(=O)C=C1.O=C1C=CC(=O)C=C1.O=C1C=CC(=O)C=C1
HOMO level (eV): -8.8